[1]
Formula: C32H59BN2O9S
Source: the Open Molecules 2025 dataset
Level of theory: ωB97M-V/def2-TZVPD

Computed properties:
Max |F|   1.8 eV/Å
LUMO level   0.0151 hartree
Charge   0
SMILES   CCOB(O)[C@H]1OS(=O)(=O)O[C@]1(CCCCCCCCCCCCn1cccc1)CCCCNC(C)=O.CC(C)=O.CC(C)=O
HOMO energy   -8.0 eV
Frontier orbital gap   0.308 hartree

Last column: Löwdin charge in e.
Cartesian coordinates (Å):
C 3.4523 -0.3820 6.3751  -0.05
C 3.5523 -0.4999 4.8554  -0.21
O 3.9630 0.7567 4.2867  0.09
B 3.3442 1.1727 3.1495  -0.57
O 1.9712 1.2850 3.0878  0.18
C 4.3355 1.5975 1.9390  -0.12
O 5.4108 0.6232 1.9775  -0.14
S 4.9549 -0.6348 1.1103  0.62
O 4.3694 -1.6693 1.8923  -0.21
O 6.0698 -1.0066 0.3123  -0.21
O 3.7867 0.0672 0.2924  -0.12
C 3.8641 1.5006 0.4768  -0.41
C 2.5911 2.2895 0.1589  -0.10
C 1.2679 1.5061 0.1353  -0.16
C 0.0982 2.2790 0.7714  -0.20
C -1.1962 2.2795 -0.0658  -0.21
C -2.4068 2.4920 0.8466  -0.22
C -3.6521 2.9972 0.0763  -0.20
C -4.9211 2.3103 0.5796  -0.21
C -6.1625 2.5749 -0.2992  -0.19
C -6.9970 1.2748 -0.4473  -0.20
C -6.6022 0.5066 -1.7311  -0.19
C -6.2497 -0.9790 -1.5591  -0.19
C -7.0746 -1.7143 -0.5200  -0.15
N -6.8959 -3.1586 -0.5524  -0.12
C -7.8555 -3.9976 -0.0565  -0.11
C -7.4049 -5.3058 -0.1765  -0.10
C -6.1252 -5.2352 -0.7721  -0.11
C -5.8284 -3.8966 -0.9922  -0.10
C 4.9902 2.1652 -0.3735  -0.11
C 4.9783 1.8569 -1.8775  -0.17
C 5.5639 0.5206 -2.3223  -0.18
C 7.1017 0.4856 -2.2867  -0.18
N 7.6623 0.5800 -3.6554  0.01
C 7.9517 -0.6923 -4.2260  -0.53
C 7.0433 -1.2140 -5.2924  -0.01
O 8.8991 -1.3288 -3.8797  0.11
H 2.5405 -0.8388 6.7515  0.07
H 3.4834 0.6490 6.7044  0.08
H 4.2715 -0.9448 6.8160  0.07
H 4.3093 -1.2233 4.5724  0.11
H 2.5978 -0.8395 4.4563  0.12
H 1.5229 0.4548 2.9041  0.11
H 4.6493 2.6330 2.0547  0.17
H 2.5483 3.0960 0.8883  0.13
H 2.7064 2.7739 -0.8058  0.11
H 1.3986 0.5923 0.7053  0.10
H 1.0257 1.1969 -0.8782  0.11
H -0.1545 1.8427 1.7331  0.10
H 0.3585 3.3167 0.9761  0.11
H -1.2703 1.3244 -0.5829  0.11
H -1.1865 3.1159 -0.7633  0.11
H -2.6252 1.5642 1.3732  0.11
H -2.1498 3.2485 1.5889  0.11
H -3.7269 4.0752 0.1897  0.11
H -3.5057 2.7067 -0.9628  0.10
H -4.7041 1.2414 0.5983  0.10
H -5.1494 2.6052 1.6029  0.11
H -6.7927 3.2867 0.2286  0.10
H -5.8615 2.9414 -1.2756  0.10
H -6.8360 0.7018 0.4589  0.09
H -8.0407 1.5714 -0.5225  0.10
H -5.7228 0.9993 -2.1330  0.08
H -7.3867 0.6223 -2.4745  0.11
H -5.1936 -1.0823 -1.3097  0.11
H -6.3693 -1.4602 -2.5306  0.11
H -6.7495 -1.3682 0.4622  0.12
H -8.1273 -1.4531 -0.5806  0.13
H -8.7971 -3.6774 0.3483  0.11
H -7.9182 -6.1954 0.1371  0.08
H -5.4745 -6.0619 -0.9958  0.08
H -4.9505 -3.4525 -1.4185  0.10
H 5.9754 1.9514 0.0369  0.12
H 4.8082 3.2318 -0.2582  0.13
H 5.5943 2.6256 -2.3483  0.12
H 3.9802 1.9750 -2.2980  0.11
H 5.2864 0.3893 -3.3674  0.10
H 5.1478 -0.3269 -1.7960  0.08
H 7.4209 -0.4475 -1.8301  0.10
H 7.4919 1.3188 -1.7103  0.12
H 8.4919 1.1548 -3.6685  0.11
H 6.1959 -1.7317 -4.8453  0.09
H 7.6034 -1.9280 -5.8862  0.08
H 6.6673 -0.4310 -5.9433  0.08
C -5.5791 1.0864 -6.1963  -0.02
C -4.9056 2.1435 -5.3545  -0.50
C -3.7570 2.8913 -5.9877  -0.02
O -5.2695 2.3788 -4.2268  0.06
H -6.3833 0.6274 -5.6259  0.08
H -5.9942 1.5355 -7.0998  0.09
H -4.8584 0.3176 -6.4789  0.09
H -4.0985 3.4133 -6.8827  0.08
H -2.9630 2.1950 -6.2620  0.08
H -3.3644 3.6178 -5.2803  0.08
C 3.5099 -4.6365 7.6311  -0.03
C 2.6179 -4.4977 6.4202  -0.51
C 3.1800 -4.9604 5.0973  -0.02
O 1.5054 -4.0337 6.5064  0.06
H 2.9855 -4.2676 8.5095  0.08
H 3.7707 -5.6843 7.7865  0.08
H 4.4235 -4.0562 7.4922  0.08
H 3.4274 -6.0219 5.1459  0.08
H 4.0796 -4.3936 4.8510  0.08
H 2.4402 -4.8045 4.3160  0.08


[2]
Formula: C32H59Cl4CoF8O8
Source: the Open Molecules 2025 dataset
Level of theory: ωB97M-V/def2-TZVPD

Computed properties:
Max |F|   1.7 eV/Å
LUMO level (alpha / beta)   -0.0705 / -0.0799 hartree
Charge   +1
HOMO energy (alpha / beta)   -11.2 / -11.0 eV
⟨S²⟩   3.756
Frontier orbital gap (alpha / beta)   0.340 / 0.323 hartree
Multiplicity   4

Last column: Löwdin charge in e.
Cartesian coordinates (Å):
Co -0.1364 0.4911 2.4616  0.85
C 0.1721 0.6254 -0.7679  -0.23
O -0.1687 0.6098 0.5628  -0.36
H 0.7083 -0.3008 -1.0446  0.05
H -0.7306 0.6415 -1.3993  0.06
H 0.8731 1.4343 -1.0231  0.07
C 0.9657 -2.8139 -5.5256  -0.04
C 0.2026 -2.7701 -4.2223  -0.44
C 1.0701 -2.9019 -2.9717  -0.30
F 1.4717 -4.1571 -2.6859  0.11
F 2.1884 -2.1330 -3.0727  0.09
F -0.5253 -1.6251 -4.1428  0.11
F -0.7205 -3.7701 -4.1856  0.12
O 1.8263 -3.9468 -5.4634  0.04
C 2.3468 -4.3249 -6.6528  -0.56
C 3.1997 -5.5701 -6.4031  -0.30
F 2.4987 -6.5218 -5.7607  0.11
F 3.6692 -6.0474 -7.5691  0.11
F 1.3581 -4.5710 -7.5434  0.15
F 3.1359 -3.3568 -7.1722  0.15
H 1.5831 -1.9186 -5.6037  0.15
H 0.2294 -2.8957 -6.3243  0.15
H 0.5344 -2.5411 -2.0878  0.15
H 4.0445 -5.2795 -5.7709  0.18
C -4.2248 -0.5208 2.7184  -0.13
C -3.7371 -1.8882 3.2077  -0.13
C -2.1952 -1.8052 3.1527  -0.13
O -1.9203 -0.5182 2.5675  -0.23
C -3.0791 -0.1584 1.7990  -0.17
H -4.3438 0.2140 3.5138  0.11
H -5.1564 -0.5891 2.1588  0.11
H -4.1353 -2.7132 2.6181  0.11
H -4.0130 -2.1401 4.2333  0.12
H -1.7281 -2.5880 2.5461  0.11
H -1.6945 -1.8635 4.1185  0.13
H -3.0778 -0.7666 0.8850  0.11
H -2.9694 0.8623 1.4364  0.12
C 2.6261 -2.9953 2.7255  -0.13
C 1.5455 -3.4376 1.7464  -0.14
C 0.9585 -2.1094 1.3155  -0.17
O 0.9922 -1.3128 2.5310  -0.23
C 1.8720 -1.9022 3.4985  -0.16
H 3.4582 -2.5128 2.2145  0.12
H 2.9408 -3.7913 3.3950  0.12
H 0.7808 -4.0580 2.2216  0.12
H 1.8993 -4.0038 0.8846  0.12
H -0.0535 -2.1373 0.9286  0.10
H 1.5765 -1.6284 0.5509  0.12
H 1.3210 -2.3203 4.3448  0.13
H 2.5555 -1.1293 3.8563  0.12
C -3.7019 -3.4858 -0.7951  -0.18
C -3.4187 -4.9400 -0.4463  -0.16
C -1.9761 -4.9040 0.0231  -0.17
O -1.3921 -3.6791 -0.4842  -0.17
C -2.3544 -3.0125 -1.3139  -0.21
H -3.9231 -2.9413 0.1275  0.09
H -4.5118 -3.3921 -1.5136  0.11
H -3.6120 -5.6380 -1.2602  0.12
H -4.0870 -5.2752 0.3512  0.11
H -1.3907 -5.7172 -0.4072  0.12
H -1.8762 -4.8715 1.1092  0.11
H -2.2321 -3.3357 -2.3549  0.11
H -2.2312 -1.9269 -1.3485  0.10
C 4.0934 5.8146 -1.1204  -0.16
C 2.5761 5.6906 -1.0155  -0.19
C 2.4117 4.1867 -0.8772  -0.23
O 3.5003 3.8093 -0.0362  -0.17
C 4.5710 4.7415 -0.1556  -0.20
H 4.3769 6.8532 -0.9423  0.12
H 4.4201 5.6367 -2.1481  0.12
H 2.0902 6.0770 -1.9134  0.10
H 2.1410 6.2258 -0.1698  0.12
H 2.3986 3.6944 -1.8588  0.12
H 1.4571 3.9040 -0.4301  0.06
H 5.4945 4.2595 -0.4837  0.12
H 4.7954 5.1799 0.8243  0.12
C -2.4204 3.7502 1.5714  -0.17
C -3.1589 3.4808 2.8824  -0.13
C -2.1471 2.6790 3.7226  -0.15
O -1.0843 2.3340 2.8272  -0.24
C -0.9746 3.4053 1.8797  -0.18
H -2.5644 4.7507 1.1652  0.10
H -2.7720 3.1152 0.7541  0.07
H -4.1464 3.0352 2.7756  0.11
H -3.3537 4.4118 3.4217  0.12
H -2.5975 1.7930 4.1696  0.11
H -1.7363 3.2790 4.5384  0.13
H -0.4697 3.0693 0.9776  0.09
H -0.4085 4.2273 2.3327  0.14
C 2.9902 3.3321 3.2858  -0.14
C 3.8241 2.2187 2.6532  -0.14
C 2.7206 1.3784 2.0019  -0.13
O 1.6081 1.4983 2.9288  -0.24
C 1.8888 2.5086 3.9351  -0.14
H 2.6080 3.9758 2.4911  0.11
H 3.5599 3.9405 3.9870  0.12
H 4.3995 1.6733 3.4019  0.12
H 4.4957 2.6318 1.9038  0.11
H 3.0879 0.3575 1.9160  0.12
H 2.4333 1.8246 1.0535  0.11
H 2.2830 1.9598 4.7938  0.13
H 1.0149 3.0936 4.2072  0.11
C -1.1596 4.0340 -2.7846  -1.01
Cl -0.0220 4.4186 -4.0569  0.56
Cl -0.8977 5.0447 -1.3398  0.58
H -2.1897 4.2038 -3.0753  0.01
H -1.0752 2.9951 -2.4817  0.01
C -4.1527 0.7592 -2.1034  -0.97
Cl -5.2314 -0.3428 -1.2329  0.56
Cl -4.3763 2.4584 -1.6216  0.54
H -3.1270 0.4805 -1.9027  0.00
H -4.4624 0.7276 -3.1385  0.02